Computed, not measured: a structure of composition C14H26NO2PSiV, with the ωB97M-V functional and the def2-TZVPD basis.

E in eV: -63376.604
Energy relative to the best compared isomer or geometry (same formula, charge and spin) in kcal/mol: 9.81
Maximum force in eV Å⁻¹: 5.54
Spin multiplicity: 2

XYZ file:
```
46
C14H26NO2PSiV (the ωB97M-V functional and the def2-TZVPD basis)
V -0.15 0.00 0.70
P 0.51 1.20 -1.16
Si 0.19 -2.21 -0.47
O -0.04 -0.14 3.71
O 2.35 -0.58 0.93
N -1.89 0.13 0.55
C -0.86 1.06 -2.37
C -3.20 0.02 0.42
C -5.07 -1.10 -0.64
C 1.88 -3.04 -0.64
C 3.32 -0.19 1.60
C 0.05 -0.01 2.56
C -3.71 -1.03 -0.40
C 4.71 -0.48 1.15
C 0.83 2.97 -1.12
C -5.45 0.84 0.76
C 3.20 0.53 2.91
C -5.94 -0.18 -0.06
C -4.10 0.96 1.02
C 1.91 0.56 -2.13
H 1.74 -0.48 -2.44
H -1.77 1.51 -1.96
H 2.00 1.20 -3.02
H 4.16 1.00 3.16
H -2.99 -1.73 -0.82
H 0.45 1.38 1.14
H -0.56 1.60 -3.28
H 0.97 3.31 -2.16
H 2.58 -2.40 -1.19
H 5.25 0.47 1.05
H -3.68 1.74 1.65
H -0.61 -3.26 0.25
H -0.03 3.47 -0.66
H 2.42 1.30 2.87
H -6.13 1.56 1.20
H -7.01 -0.25 -0.26
H 2.95 -0.18 3.71
H 2.28 -3.25 0.36
H -1.08 0.02 -2.62
H 2.82 0.61 -1.53
H -5.43 -1.89 -1.28
H 1.73 -3.98 -1.19
H 1.73 3.15 -0.52
H 4.71 -1.02 0.20
H 5.19 -1.07 1.93
H -0.25 -2.13 -1.91
```

Results of the natural (NBO) charge analysis, in e, for atoms 1 through 5: V 0.02; P 1.12; Si 0.57; O -0.47; O -0.55